Entry 1:
The following is a quantum chemistry calculation of C20H42NNdP3Se as an isolated structure at a distorted geometry, from the Open Molecules 2025 dataset.

Structure (XYZ):
```
68
Properties=species:S:1:pos:R:3:forces:R:3
Nd -0.18404 -1.20661 -0.48636 1.3 3.1 1.3
P 0.16225 1.28135 1.20165 -0.1 0.7 0.2
P -2.69835 0.02110 -0.70108 -1.6 0.9 -0.3
P 2.60644 -0.52599 -0.70866 1.0 -0.3 0.0
H -1.56387 -3.09354 -3.85982 0.6 0.2 0.5
C -0.61843 -3.20705 -3.29390 -0.8 -0.8 1.4
C -0.59840 -2.99716 -1.94479 -0.5 -1.9 -2.2
H -1.58074 -2.78984 -1.44793 0.5 -0.4 -0.4
C 0.39484 2.88714 0.36892 0.0 0.0 -0.2
C -1.24877 1.66062 2.32012 0.0 -0.1 0.0
C 1.54127 1.35611 2.40526 0.1 -0.2 0.1
C -3.48823 -0.80541 -2.13202 0.2 -0.2 0.0
C -3.97494 -0.14871 0.58962 0.2 -0.4 0.3
C -2.90599 1.77446 -1.14868 0.4 0.2 -0.2
C 3.07162 -1.72288 -2.02615 -0.2 -0.1 0.1
C 3.53879 -1.15347 0.73349 -0.2 -0.3 0.2
C 3.57694 0.94704 -1.12560 -0.3 0.6 -0.1
H 0.16509 -3.71892 -3.85062 0.3 0.5 0.2
H 0.26093 -3.27855 -1.26607 -0.7 -0.6 -1.2
H 0.39326 3.68522 1.12530 0.0 -0.2 -0.3
H -0.40866 3.05918 -0.35578 0.2 0.1 0.1
H 1.35430 2.88849 -0.16374 -0.2 0.1 0.1
H -1.02544 2.60350 2.84039 -0.1 -0.3 -0.1
H -1.37473 0.85526 3.06127 0.0 0.3 -0.2
H -2.18919 1.77375 1.76654 0.3 0.0 0.2
H 1.37585 2.21526 3.06973 0.1 -0.2 -0.1
H 2.50358 1.48764 1.89750 -0.2 0.0 0.1
H 1.58913 0.44159 3.00866 0.1 0.3 -0.2
H -4.53538 -0.47957 -2.18856 0.3 -0.2 -0.1
H -3.44193 -1.89248 -1.98448 -0.3 0.2 -0.1
H -2.95863 -0.55703 -3.06069 -0.2 0.0 0.1
H -4.88830 0.35992 0.26262 0.2 -0.1 0.0
H -3.63216 0.29919 1.52777 -0.2 -0.1 -0.2
H -4.19147 -1.21018 0.76194 0.0 0.2 0.1
H -3.92982 1.90889 -1.52239 0.2 0.0 0.1
H -2.18400 2.02388 -1.93926 -0.3 0.1 0.2
H -2.74822 2.43296 -0.28524 -0.1 -0.2 -0.2
H 4.10324 -1.50104 -2.33089 -0.3 -0.3 -0.1
H 2.39531 -1.64776 -2.89318 0.4 0.1 0.2
H 3.01935 -2.74376 -1.62134 0.1 0.2 -0.2
H 4.59990 -1.21764 0.46210 -0.2 -0.1 0.2
H 3.17035 -2.14822 1.02179 0.2 0.2 0.0
H 3.42078 -0.48857 1.59812 0.1 -0.1 -0.3
H 4.52371 0.66321 -1.61513 -0.4 0.1 0.2
H 3.81200 1.51104 -0.20862 -0.1 -0.1 -0.4
H 2.96841 1.56141 -1.80262 0.5 0.0 0.1
C 0.17505 0.67181 -5.30472 0.1 -1.1 -0.9
C -0.42667 -0.57403 -5.57453 0.4 0.7 -0.5
C -0.52927 -1.02768 -6.89541 0.2 0.0 -0.1
C 0.14191 -0.32375 -7.90849 -0.3 -0.2 0.1
C 0.76495 0.90257 -7.64352 -0.1 -0.4 -0.1
C 0.72490 1.43555 -6.35663 0.1 -0.1 0.7
Se 0.48611 1.12424 -3.44852 -0.2 -0.1 -0.5
H 0.80537 2.48841 -3.83986 0.0 0.3 0.5
H -0.72030 -1.23950 -4.77297 -0.4 0.3 0.1
H -1.10050 -1.95456 -7.11649 0.7 0.7 0.1
H 0.20077 -0.75904 -8.90662 -0.2 0.2 0.2
H 1.32088 1.40455 -8.45020 -0.5 -0.1 0.5
H 1.19779 2.40423 -6.15922 -0.2 -0.4 0.0
C -1.05337 -1.57770 5.22994 -0.1 0.1 -0.1
C 0.17836 -1.62903 4.29776 0.4 0.2 0.8
C -0.16405 -1.75390 2.91264 -0.2 -0.4 -2.8
N -0.37709 -1.85773 1.76202 0.3 0.0 3.0
H -1.62588 -0.65827 5.02882 0.1 -0.4 0.2
H -0.68667 -1.54506 6.26178 -0.2 0.0 -0.3
H -1.68887 -2.46514 5.08767 0.2 0.4 0.1
H 0.78627 -0.70585 4.40160 -0.3 -0.5 0.0
H 0.85428 -2.46441 4.54885 -0.3 0.1 -0.1
```
Forces are in eV/Å.

The charge is +3. The molar mass is 612.69 g/mol. For the orbital gap (alpha / beta), the calculation gives 5.7 / 5.8 eV. For the total energy, the calculation gives -4827.9476 a.u. As for the spin multiplicity: 4. The calculation puts the energy above the lowest of the compared OMol25 structures with the same formula, charge and spin at 0.000 eV.

Entry 2:
The following is a quantum chemistry calculation of a 4-piece molecular cluster, C4H10N2 overall at a distorted geometry, from the Open Molecules 2025 dataset.

Structure (XYZ):
```
16
Properties=species:S:1:pos:R:3:forces:R:3
C -0.97313 0.19757 -0.10636 -1.4 -1.5 -0.6
C -1.07069 -0.97485 -0.80160 -1.9 1.7 0.9
C -1.13884 0.27715 1.38712 0.4 0.0 0.1
C 1.35854 0.85764 -0.24060 3.3 -0.3 0.3
N 1.95999 -0.19017 -0.57088 -0.2 2.1 0.3
N 1.18067 2.03836 0.06971 -1.2 -0.5 0.0
H -1.15151 1.12232 -0.64069 0.4 0.0 -0.1
H 2.46160 -0.70037 0.14257 -0.3 -0.1 0.2
H 1.26881 -1.55574 -1.30554 -2.5 -0.9 -0.6
H 1.99082 2.62225 0.25354 0.0 -0.3 -0.4
H -0.82217 -0.64797 1.87344 0.0 0.0 0.0
H -1.40512 -0.93210 -1.83155 0.5 -0.1 -0.1
H 0.44608 -1.79264 -1.41828 2.3 0.0 0.1
H -1.35765 -1.87595 -0.26966 0.6 -0.2 0.0
H -2.18420 0.44747 1.66408 0.0 0.0 -0.2
H -0.56320 1.10704 1.79470 0.0 0.0 0.1
```
Forces are in eV/Å.

The charge is 0. The molar mass is 86.14 g/mol. For the orbital gap, the calculation gives 9.2 eV. For the total energy, the calculation gives -267.7542 a.u. The calculation puts the energy above the lowest of the compared OMol25 structures with the same formula, charge and spin at 4.657 eV.

Entry 3:
The following is a quantum chemistry calculation of a 4-piece molecular cluster, C3H14O4 overall at a distorted geometry, from the Open Molecules 2025 dataset.

Structure (XYZ):
```
21
Properties=species:S:1:pos:R:3:forces:R:3
C -2.15626 1.08423 -0.31458 -0.7 1.0 0.3
C -1.76835 0.09668 0.75335 1.5 -1.1 -1.4
C -0.24585 -0.12502 1.00409 -2.2 0.8 1.2
O -2.18484 -1.22371 0.30716 0.5 0.5 1.2
H -1.60244 2.01661 -0.16890 0.0 0.0 -0.3
H -3.21060 1.34990 -0.15308 0.1 0.0 -0.1
H -2.11831 0.74328 -1.34587 0.6 -0.2 0.1
H -2.21127 0.44334 1.69061 -0.2 -0.5 0.1
H 0.20195 0.85980 1.11496 0.6 -0.2 -0.4
H 0.15959 -0.82827 0.29566 0.4 0.2 -0.3
H -0.30051 -0.56252 2.00280 0.8 -0.3 -0.1
H -3.10818 -1.14957 0.14170 -1.3 -0.1 -0.3
O 4.18350 0.76676 2.52289 0.1 0.2 0.3
H 3.53051 1.28427 3.01328 0.1 -0.2 -0.2
H 3.69839 0.29743 1.84286 -0.2 0.0 -0.1
O -2.85896 -2.16285 -2.36107 0.3 -0.3 0.2
H -2.24233 -2.44094 -3.04264 -0.1 0.0 -0.3
H -2.41112 -2.45246 -1.55079 -0.2 0.3 -0.1
O 4.50406 0.59081 -1.85171 -0.9 -0.3 0.2
H 5.25890 0.28004 -1.37475 0.7 -0.4 0.6
H 4.88210 1.13219 -2.52597 0.2 0.6 -0.8
```
Forces are in eV/Å.

The structure (SMILES) is CC(C)O.O.O.O. The charge is 0. The molar mass is 114.14 g/mol. For the orbital gap, the calculation gives 11.1 eV. For the total energy, the calculation gives -423.6267 a.u. The calculation puts the energy above the lowest of the compared OMol25 structures with the same formula, charge and spin at 1.139 eV.

Entry 4:
The following is a quantum chemistry calculation of a single C7H6O3S molecule at a distorted geometry, from the Open Molecules 2025 dataset.

Structure (XYZ):
```
17
Properties=species:S:1:pos:R:3:forces:R:3
C 0.47117 -1.00540 0.33399 2.0 7.9 -1.4
C 0.32986 0.64704 0.22384 3.0 -7.9 1.9
C 1.93159 -1.30532 0.08344 -2.9 0.1 0.8
C -1.60465 -1.85093 -0.64354 -1.7 -2.3 1.0
C -0.91564 2.66561 0.10616 -0.9 0.4 1.0
C -0.46574 -1.99582 0.08875 -2.3 -2.7 0.2
C -0.79605 1.40385 0.53929 0.2 1.2 -0.9
O 2.35911 -2.39511 -0.02203 1.1 -1.7 -0.2
O 2.09385 2.11884 -0.82360 1.0 1.1 -1.2
O 2.68209 -0.22358 -0.04061 1.6 1.4 -0.2
S 2.08343 1.27637 0.33513 -2.5 -1.0 0.3
H -2.44530 -2.71080 -0.60953 2.3 1.9 -0.3
H -1.90797 -0.97817 -1.22037 0.4 0.0 0.3
H -1.85771 3.14598 0.26985 -0.5 0.3 0.2
H -0.16561 3.33737 -0.25930 0.6 -0.4 -0.6
H -0.22955 -3.03578 0.56519 -0.5 2.0 -1.0
H -1.56287 0.90584 1.07331 -1.0 -0.4 0.1
```
Forces are in eV/Å.

The charge is 0. The molar mass is 170.19 g/mol. For the orbital gap (alpha / beta), the calculation gives 7.4 / 7.3 eV. For the total energy, the calculation gives -894.0751 a.u. The calculation puts the energy above the lowest of the compared OMol25 structures with the same formula, charge and spin at 3.893 eV.